A cluster of 2 separate species, C28H37ClN2O7S2 in total at a distorted geometry. Source: OMol25; level of theory: ωB97M-V with the def2-TZVPD basis set.

- Structure (SMILES): CCCC1=C(CCSc2nnco2)C(=O)c2c(Cl)c([C@H](C)CC)c(CCCS)c(O)c2C1=O.CCOC(=O)OC
- Total charge: 0
- LUMO level: -0.89 eV
- Maximum force: 3.7 eV Å⁻¹
- E_tot: -81137.4675 eV

```
77
Properties=species:S:1:pos:R:3:forces:R:3:mulliken_charge:R:1
C 4.81922 -4.05716 -3.36496 0.4469 -0.0863 -0.5715 -0.872
C 4.63467 -2.65617 -4.08384 0.1295 -0.6754 -0.0066 -0.477
C 4.24214 -1.47231 -3.11604 0.0013 -0.1351 -0.6365 -0.901
C 3.25204 -1.85155 -1.98207 -0.2654 0.1734 0.2631 0.497
C 3.42891 -1.56379 -0.66050 0.1247 0.5587 -0.3120 0.645
C 4.71684 -0.82217 -0.15443 0.0983 -0.2050 -0.0782 -1.393
C 5.91023 -1.82951 0.14045 -0.8054 0.1314 -1.0665 -0.433
S 6.57447 -1.76371 1.84992 0.4315 0.7134 0.0647 -0.184
C 6.68471 -0.05974 2.38583 -1.1739 2.7408 2.1508 0.527
N 6.14272 0.40644 3.53215 -0.1162 -2.4357 -1.2037 -0.238
N 6.38614 1.71502 3.71322 2.0611 0.9032 -2.9368 -0.398
C 7.10597 2.10070 2.62631 -1.7791 -1.6940 2.4499 0.039
O 7.31018 1.02998 1.80962 0.5089 0.2988 -0.8272 -0.283
C 2.35694 -1.95439 0.41635 -0.0560 0.1476 -1.2485 -0.568
O 2.71184 -2.29945 1.51258 -0.1509 0.2390 -0.3070 -0.539
C 0.88335 -1.89544 -0.07636 -1.1799 0.0790 -1.1829 0.555
C -0.25158 -1.53140 0.75132 0.0879 -0.5063 -0.8196 0.964
Cl 0.12675 -1.16915 2.47904 -0.5260 -0.3159 -1.4186 -0.214
C -1.63967 -1.48013 0.26366 1.6472 -0.5231 -1.4199 -0.662
C -2.86962 -1.08846 1.12799 -0.1967 0.1301 0.2795 1.085
C -2.67205 0.21886 1.99124 -0.0691 0.2963 -0.0424 -1.631
C -3.44353 -2.31445 1.98207 -0.8005 0.3660 -1.4781 -0.463
C -5.03431 -2.24755 1.86716 0.7519 0.1169 0.0122 -1.046
C -1.82759 -1.83563 -1.15288 1.4761 -0.0799 0.1495 0.566
C -3.22448 -1.88641 -1.85054 0.3341 -0.0155 1.5994 -1.598
C -3.75769 -0.48069 -2.33739 -0.9543 -0.7869 -0.6766 -0.595
C -4.40175 -0.70751 -3.77822 0.5542 -0.3917 1.8966 -0.574
S -5.01997 0.85873 -4.50380 -0.0185 0.0410 -0.0372 -0.276
C -0.67472 -2.17244 -2.01358 0.5060 0.3140 1.5506 -0.185
O -0.90686 -2.46380 -3.36535 0.0443 0.8663 0.7526 -0.587
C 0.68234 -2.21304 -1.50947 -0.9960 0.7357 1.8128 0.765
C 1.93642 -2.57658 -2.37618 -0.8158 0.4194 1.0610 -0.145
O 1.82461 -3.39859 -3.25092 0.4830 0.5416 0.0330 -0.540
H 5.78182 -4.50260 -3.72989 -0.7587 0.3073 0.4566 0.357
H 4.01900 -4.78460 -3.66776 0.6145 0.8545 0.6083 0.186
H 4.89486 -3.97198 -2.24638 -0.2337 -0.1032 -1.0509 0.165
H 5.61620 -2.41395 -4.57293 -0.9234 0.0735 0.4639 0.506
H 3.89870 -2.78211 -4.92184 0.5425 0.2419 0.9260 0.278
H 3.78711 -0.66120 -3.75776 0.2633 -0.7269 0.7489 0.287
H 5.20067 -1.03523 -2.73287 -1.0205 -0.4794 0.0070 0.154
H 4.52762 -0.21089 0.76179 -0.1846 -0.6552 -0.6907 0.591
H 5.06622 -0.10280 -0.94091 -0.4908 -0.6418 0.7309 0.431
H 6.70360 -1.74664 -0.65355 -0.5856 0.1210 1.0101 0.363
H 5.48806 -2.86734 0.01362 0.6286 0.8813 0.6062 0.243
H 7.44966 3.14226 2.46995 -0.0674 -1.2566 -0.4373 0.374
H -3.69546 -0.84279 0.40123 0.9864 -0.2225 0.5982 -0.202
H -2.21447 0.03104 2.99191 -0.3048 -0.0013 -0.9367 0.301
H -2.01402 0.95025 1.44239 -0.6892 -0.6540 0.5682 0.347
H -3.65750 0.72690 2.19370 0.8816 -0.5706 -0.3763 0.378
H -3.14847 -3.23075 1.40356 0.0151 0.5526 1.0729 0.372
H -3.08301 -2.31219 3.03625 -0.1405 -0.0876 -0.9023 0.411
H -5.36416 -1.17926 1.92629 0.1209 -0.8949 0.1712 0.226
H -5.54371 -2.85514 2.66008 0.3850 0.5344 -0.8467 0.359
H -5.30428 -2.61432 0.83697 0.0398 0.2404 1.1080 0.269
H -3.17310 -2.66952 -2.64288 -0.0542 0.9019 0.3856 0.663
H -3.94734 -2.27014 -1.07544 0.6569 0.2410 -0.8508 0.219
H -4.61155 -0.18173 -1.67185 0.8980 -0.0468 -0.4399 0.408
H -3.00048 0.33854 -2.32318 -0.4512 -0.7726 -0.1526 0.400
H -3.60372 -1.20464 -4.38999 -0.8298 0.9315 -0.0026 0.295
H -5.20214 -1.48283 -3.62932 0.5234 0.8922 -0.3587 0.335
H -5.49298 1.57951 -3.42336 0.4751 -0.9986 -0.4127 0.131
H -0.68989 -1.65986 -3.87543 -0.0805 -0.5924 0.2049 0.310
C -3.39391 6.94336 0.86122 0.3080 -0.0213 0.0722 -1.105
C -4.39389 6.23903 1.75673 -0.1254 0.4798 -0.3306 -0.185
O -3.83608 5.04482 2.31910 -0.0277 -0.1459 0.2531 -0.330
C -2.99439 5.22780 3.34278 0.0985 -0.0200 -0.1863 0.710
O -2.68079 6.28663 3.82379 -0.1056 -0.1619 -0.0158 -0.558
O -2.53892 4.02926 3.72557 -0.1762 0.1221 -0.0472 -0.242
C -1.55083 4.08494 4.75526 0.2745 -0.1034 0.2744 -0.683
H -3.01015 6.25812 0.10229 -0.1548 0.0220 -0.0384 0.291
H -3.85586 7.79911 0.36640 -0.0289 -0.0593 0.0112 0.361
H -2.53565 7.30020 1.43226 -0.1204 0.0432 0.0470 0.313
H -5.25537 5.92823 1.16424 0.0945 -0.2665 0.1375 0.293
H -4.76433 6.89859 2.54402 0.1868 -0.0968 0.0735 0.311
H -1.90170 4.66270 5.61009 0.0300 0.0893 -0.1429 0.302
H -0.62631 4.50785 4.35992 -0.0861 0.1052 0.0899 0.323
H -1.35573 3.06492 5.08162 -0.1664 -0.0170 -0.2123 0.200
```
Forces are in eV/Å.